126
Properties=species:S:1:pos:R:3:mulliken_charge:R:1 method="wB97M-V/def2-TZVPD" total_charge=+2 orbital_gap_ha="0.1454 / 0.1453" total_energy_ha=-4421.3449 lumo_energy_ev="-8.54 / -8.54" de_lowest_kcal_mol=13.0
Tl -0.3083 -0.8490 0.7728 1.126
C -0.6084 0.9938 3.2898 -0.353
C -1.2208 1.9579 2.5446 -0.583
C -2.6655 1.5008 2.3641 0.009
C -2.7656 0.2865 3.0117 -0.667
C -1.5565 -0.0370 3.6492 -0.444
C -1.3570 -1.0714 4.6913 2.339
C -1.6080 -0.3532 6.0405 -1.788
C 0.0758 -1.6106 4.6662 -1.896
C -2.3551 -2.2233 4.5578 -2.015
C -3.8946 2.1434 1.7908 2.638
C -4.4661 3.0683 2.8943 -1.669
C -3.6784 2.9302 0.4946 -1.583
C -4.9679 1.0844 1.4838 -2.043
C -0.4743 3.1840 2.0813 3.299
C -0.2958 3.1789 0.5529 -1.931
C -1.1723 4.4687 2.5508 -1.782
C 0.9451 3.2146 2.6725 -2.614
H 0.3926 1.0186 3.6699 0.645
H -3.6562 -0.2981 3.1025 0.580
H -0.9091 0.4649 6.1916 0.399
H -1.4864 -1.0745 6.8444 0.472
H -2.6187 0.0398 6.0815 0.417
H 0.7938 -0.8338 4.9101 0.516
H 0.3083 -2.0044 3.6729 0.142
H 0.1837 -2.4074 5.3992 0.556
H -3.3706 -1.8899 4.7521 0.427
H -2.1216 -2.9959 5.2870 0.487
H -2.3107 -2.6558 3.5599 0.390
H -3.7737 3.8565 3.1725 0.336
H -4.6976 2.4848 3.7837 0.379
H -5.3824 3.5265 2.5326 0.463
H -3.0990 3.8322 0.6451 0.184
H -4.6425 3.2355 0.0944 0.710
H -3.1881 2.2881 -0.2355 -0.028
H -5.3620 0.6237 2.3829 0.421
H -4.5721 0.3078 0.8326 0.392
H -5.8003 1.5622 0.9779 0.506
H -1.2275 3.3002 0.0197 -0.039
H 0.1693 2.2387 0.2397 -0.124
H 0.3587 3.9991 0.2667 0.806
H -2.1212 4.6348 2.0561 0.315
H -0.5370 5.3253 2.3413 0.493
H -1.3399 4.4245 3.6244 0.400
H 1.5464 2.3790 2.3180 0.478
H 0.9203 3.2120 3.7577 0.474
H 1.4345 4.1334 2.3588 0.527
C -3.4820 1.3904 -3.8816 -0.277
C -4.1915 0.6611 -2.7528 -1.187
S -3.0366 -0.0756 -1.5304 0.119
C -3.4027 -1.8551 -1.6638 -0.745
C -2.8594 -2.4847 -2.9318 -1.030
S -1.0304 -2.4007 -2.9886 0.500
C -0.7592 -1.5378 -4.5638 -1.216
C -1.1121 -0.0578 -4.4850 0.414
S -2.7908 0.2735 -5.1440 -0.169
H -2.6795 2.0232 -3.5054 -0.124
H -4.1989 2.0073 -4.4230 0.504
H -4.8199 -0.1443 -3.1307 0.557
H -4.8151 1.3703 -2.2103 0.506
H -4.4851 -1.9795 -1.5978 0.630
H -2.9397 -2.2936 -0.7773 0.040
H -3.2399 -1.9888 -3.8229 0.344
H -3.1351 -3.5367 -2.9655 0.610
H -1.3283 -2.0473 -5.3416 0.623
H 0.3015 -1.6696 -4.7703 0.138
H -0.4122 0.5298 -5.0831 0.643
H -1.0766 0.2905 -3.4511 -0.819
C 3.4348 -1.5492 3.0855 -1.602
P 2.4668 -2.0367 1.5963 0.884
C 3.8463 -2.1087 0.3735 -1.022
C 2.3013 -3.8500 1.9714 -1.097
C 1.5102 -4.6079 0.9157 -1.204
P -0.2343 -3.9936 0.7309 0.975
C -0.7672 -5.1099 -0.6340 -1.246
C -1.0146 -4.8632 2.1581 -1.473
H 4.3881 -2.0757 3.1037 0.482
H 2.8715 -1.8021 3.9815 0.413
H 3.6234 -0.4761 3.0755 0.395
H 4.6473 -2.7422 0.7481 0.677
H 4.2348 -1.1038 0.2261 0.125
H 3.4938 -2.4908 -0.5828 0.134
H 1.8149 -3.9368 2.9472 0.382
H 3.3032 -4.2791 2.0639 0.642
H 1.4744 -5.6721 1.1702 0.640
H 1.9946 -4.5097 -0.0595 0.248
H -0.4756 -6.1373 -0.4222 0.478
H -0.3116 -4.7836 -1.5671 0.222
H -1.8489 -5.0643 -0.7428 0.387
H -0.7636 -5.9229 2.1314 0.502
H -2.0971 -4.7484 2.1051 0.431
H -0.6615 -4.4354 3.0933 0.278
F 7.2434 2.6500 0.7027 -0.327
C 6.1110 2.2413 0.1246 0.128
C 4.9287 2.9035 0.4158 -0.658
C 3.7583 2.4523 -0.1660 -0.678
C 3.7721 1.3645 -1.0282 0.543
C 4.9671 0.7202 -1.3094 -0.644
C 6.1497 1.1560 -0.7361 -0.478
Sb 1.8878 0.6525 -1.7936 -0.436
C 1.5403 2.3241 -3.1365 0.363
C 2.5363 2.8219 -3.9612 -0.367
C 2.2789 3.8755 -4.8201 -0.824
C 1.0220 4.4566 -4.8020 0.100
F 0.7627 5.4907 -5.6076 -0.327
C 0.0220 4.0011 -3.9574 -0.873
C 0.2870 2.9208 -3.1355 0.265
C 2.6132 -0.9243 -3.0972 1.148
C 2.2099 -2.2230 -2.8216 -1.267
C 2.6435 -3.2761 -3.6071 -0.784
C 3.4930 -3.0077 -4.6679 -0.104
F 3.9106 -4.0190 -5.4348 -0.349
C 3.9123 -1.7205 -4.9561 -0.781
C 3.4639 -0.6801 -4.1623 -0.309
H 4.9431 3.7484 1.0868 0.515
H 2.8304 2.9681 0.0444 0.473
H 4.9903 -0.1208 -1.9892 0.424
H 7.0907 0.6682 -0.9423 0.490
H 3.5323 2.4049 -3.9305 0.312
H 3.0234 4.2497 -5.5036 0.503
H -0.9319 4.5044 -3.9556 0.505
H -0.4850 2.5524 -2.4708 0.378
H 1.5370 -2.4155 -1.9930 1.315
H 2.3339 -4.2913 -3.4155 0.463
H 4.5780 -1.5445 -5.7862 0.523
H 3.7896 0.3254 -4.3839 0.278